Here is a cluster of 14 separate species, C80H168F12N8O8 in total at a distorted geometry from OMol25. Energies are from ωB97M-V/def2-TZVPD.

Element x y z (Å)
F: 5.98631 2.30388 1.27833
F: 4.19364 3.46422 1.99767
F: -3.80877 -5.54098 0.81253
F: -3.76735 -5.33741 2.94809
F: -1.87448 -5.73093 1.87516
F: -5.52732 2.34527 -1.68078
F: 1.46722 -3.25984 -4.72300
F: 4.38997 2.83410 -0.11502
F: -7.69202 2.40129 -1.45422
F: -6.57691 0.71007 -0.76688
F: 3.42424 -2.47487 -5.22151
F: 1.80937 -1.11738 -4.67272
O: -5.31707 0.51648 -3.42310
O: 3.17177 -3.73300 -2.67484
O: 6.81722 4.13237 -0.43127
O: -2.39145 -3.29508 0.29174
O: -7.23521 1.77538 -4.05267
O: 2.08966 -1.87247 -1.98879
O: -2.00706 -3.14033 2.59070
O: 5.02930 5.69184 0.32130
N: 1.13228 -5.43519 -0.01181
N: -3.88161 -2.63332 -2.60917
N: 9.73474 1.90053 -1.09594
N: 5.69363 8.75234 2.24669
N: -3.31069 2.07379 -5.96135
N: 4.89630 -6.22309 -5.16310
N: -10.65525 2.31726 1.84017
N: -4.36048 -3.97555 14.93441
C: -7.27364 3.32412 3.47699
C: 10.61054 3.99674 -1.77712
C: 1.08645 -5.02009 1.44975
C: -4.67425 6.94745 10.75905
C: -1.36794 4.63933 13.27137
C: 7.16109 8.64190 1.92952
C: -11.31454 3.61436 1.93439
C: 10.18029 3.26324 -0.55488
C: -2.22135 -3.85054 17.53351
C: 3.44417 8.24498 1.53938
C: -1.56239 3.31737 -2.67984
C: 8.82265 1.37021 -0.02925
C: -2.61672 -0.82999 2.68385
C: 3.48934 -6.16300 -5.57836
C: -10.25461 2.08471 0.37075
C: 10.92453 1.00262 -1.22671
C: 2.96993 -2.50930 -2.92152
C: -2.78014 1.18484 -8.12955
C: 2.60248 -5.55523 -0.18661
C: -2.21037 2.01721 -6.95553
C: -8.44085 3.53714 2.48273
C: 5.43539 10.07392 3.05080
C: -6.53378 0.82604 -3.12569
C: 7.56076 7.27795 1.37773
C: -3.54445 0.06612 -7.37538
C: 2.33906 -2.31700 -4.34498
C: 5.10916 3.30213 0.97669
C: 2.58652 -6.57760 -4.38635
C: 6.25801 4.79550 -2.67599
C: 6.94677 -5.16750 -8.20987
C: 4.88906 -7.47581 -4.37959
C: -5.66722 -4.70737 -4.63713
C: 1.07496 -7.56768 -1.36388
C: 3.54668 -7.55504 -3.68207
C: -1.97089 -3.79526 -3.44932
C: 2.36376 -0.55515 -1.64343
C: 0.59102 -4.54325 -1.02179
C: 8.49758 -0.06979 -0.19247
C: -2.91553 -4.46330 14.90315
C: -2.81733 2.11745 -4.48903
C: 5.14594 7.65837 3.09202
C: 5.80218 4.64878 0.62677
C: 7.51437 -0.39680 0.87191
C: 9.04984 2.29692 -2.33246
C: -4.28713 3.19780 -6.21390
C: -1.51398 -1.85592 2.49056
C: -3.08760 -5.04668 1.80347
C: 5.84714 -6.31657 -6.36599
C: 2.07781 -3.88955 1.43119
C: -4.44362 -2.74350 15.72922
C: 4.82129 8.62123 0.99486
C: -8.10778 1.11944 -5.00108
C: 8.77508 6.67980 2.06327
C: -2.87317 -3.50099 1.48063
C: 5.79668 -5.13532 -7.31910
C: -8.52203 2.37456 -5.93001
C: -10.52205 0.67260 0.07144
C: -9.44517 2.39756 2.76173
C: -11.65505 1.16156 2.06451
C: -2.17588 3.45047 -4.08789
C: -1.68044 -2.23981 -3.47752
C: -4.09635 0.77546 -6.11178
C: 0.16580 -8.78771 -1.62843
C: -11.88508 0.48974 0.70810
C: -5.29385 7.36989 11.88804
C: 5.30362 -4.97325 -4.27000
C: 3.68100 7.74914 3.00004
C: -4.58759 -2.40223 -3.88633
C: -5.82239 -3.26186 -4.15588
C: 7.04565 5.09082 -1.45680
C: -4.73621 -2.42407 -1.40182
C: -5.46440 -4.43937 14.43401
C: -2.74951 -1.59736 -2.51130
C: 0.49734 -6.76756 -0.19460
C: 3.18268 -4.30459 0.47196
C: -3.13421 -3.94350 -2.44796
C: -6.61570 1.60345 -1.77541
C: -2.68883 -4.83760 16.62709
C: 10.06624 3.22690 -2.96513
C: 1.26960 0.01506 -0.85827
H: -11.29465 0.39696 2.84256
H: 3.15770 8.43730 3.66591
H: 6.60777 3.87926 -3.15039
H: 7.78611 -5.23856 -7.57240
H: 6.95887 -5.97357 -8.90020
H: -8.92989 4.47206 2.56126
H: -2.44586 -1.65063 -1.49490
H: -1.88240 0.88628 -8.67119
H: -0.93901 2.45006 -2.76710
H: -2.26134 -4.17518 -4.42125
H: 9.11690 5.71442 1.72360
H: -7.51414 0.35217 -5.40722
H: 6.05799 10.04232 3.91344
H: 8.15882 2.82534 -2.00867
H: 6.85342 -6.41724 -5.96956
H: 5.52898 -4.07811 -4.91982
H: 3.41098 -6.89281 -6.44605
H: -3.15106 -0.65488 -2.73441
H: -0.97240 5.27796 14.27505
H: 1.45446 -3.01049 1.11777
H: -3.89000 -4.77902 -2.72023
H: 0.71526 -7.42526 0.64943
H: 7.06307 -4.20849 -8.77209
H: -1.00876 4.20933 -2.49689
H: 10.91982 3.25291 0.24050
H: 4.43811 -4.70683 -3.68105
H: 10.70150 2.53264 -3.47188
H: -2.26843 0.19288 2.45451
H: 6.17375 -5.37914 -3.74491
H: 1.38839 -5.87556 2.08388
H: -1.54645 4.94203 12.15938
H: 2.46507 0.05807 -2.54698
H: 5.80411 -7.45967 -3.77201
H: 11.68512 4.28421 -1.80078
H: -6.32045 -3.82502 14.68803
H: 3.80531 -1.74981 -2.95342
H: -5.03954 -5.43871 -4.03843
H: 5.54791 7.78700 4.05090
H: 3.34765 -0.53097 -1.17619
H: -4.35080 -0.38535 -8.00145
H: 3.27120 -8.60484 -3.70169
H: 0.49672 0.21554 -1.59656
H: -12.24703 3.62280 1.38893
H: -4.07018 -2.48332 -0.54433
H: 5.76802 -4.19700 -6.79694
H: 9.40338 1.44228 0.91330
H: -10.69428 4.37904 1.49945
H: -2.19505 3.19589 -1.79442
H: 5.24940 4.73266 -2.26735
H: -0.72933 -1.67791 3.27745
H: 8.08141 -0.38309 -1.11302
H: 7.40175 9.49630 1.32360
H: -3.88183 -2.44037 -4.74872
H: -5.31420 -4.91678 -5.65890
H: -6.50703 4.05650 3.38396
H: 2.65789 9.01286 1.41648
H: 2.43957 -3.63060 2.36472
H: 5.59010 -7.24375 -6.87600
H: -2.10610 1.32666 -4.39790
H: -4.86955 6.05881 10.15133
H: 5.47163 6.72217 2.64003
H: -3.03235 -1.03737 3.59225
H: 4.82978 -5.09981 -7.83391
H: 6.57162 -0.06799 0.54793
H: 3.41067 -3.56353 -0.31914
H: 8.59581 6.55239 3.16165
H: 10.09643 4.96236 -1.73909
H: -5.24161 -2.27232 15.11753
H: -2.92143 -0.77156 -7.13853
H: 0.88680 -0.60294 -0.03877
H: -5.27867 -1.48948 -1.49007
H: -0.57118 -6.55612 -0.22662
H: 1.69744 -7.03752 -4.88355
H: 6.31522 5.66052 -3.40649
H: -9.87510 2.47276 3.78413
H: 8.06302 4.99985 -1.79016
H: -2.93608 -5.29993 14.27362
H: -4.96465 -2.98041 16.63765
H: -8.97178 0.66822 -4.58794
H: 4.08036 -4.48177 1.06866
H: -0.64270 -1.98020 -3.21832
H: 9.29252 3.75156 -0.10882
H: -5.46498 -5.37217 13.86129
H: -3.47479 -1.02631 1.98408
H: 0.00591 -4.80694 1.64667
H: 7.39004 -1.46536 1.03086
H: 4.99255 -8.30982 -5.09425
H: -5.91265 6.24799 12.08517
H: -1.64770 -5.31092 16.43512
H: -12.60332 1.06370 0.13556
H: 7.60628 7.28448 0.28495
H: -12.59424 1.69653 2.40645
H: 0.55579 -9.61205 -2.32665
H: -7.24262 -0.02009 -2.94834
H: 2.95658 -6.47218 0.36651
H: -2.34405 -3.70635 14.35627
H: -9.26799 2.32734 -6.68423
H: -1.75036 2.97768 -7.19948
H: 5.79095 10.86115 2.37157
H: 9.72895 3.96708 -3.68305
H: -9.85393 -0.03062 0.61373
H: 3.59916 -7.28844 -2.64314
H: -1.10304 -4.36486 -3.05630
H: -1.84080 -1.87035 -4.46496
H: 2.97902 7.39847 0.89874
H: 7.68678 8.81823 2.89207
H: 6.72939 6.63213 1.51656
H: -6.24511 -2.69360 -4.95415
H: 8.89463 1.39876 -2.96792
H: 1.34951 -3.74693 -1.16291
H: -12.26180 -0.56030 0.74943
H: -7.55062 3.28148 4.48192
H: -5.28441 8.36228 12.21079
H: 4.91138 9.45472 0.30870
H: -7.62658 2.68216 -6.48192
H: -4.90840 -1.37509 -3.85440
H: -11.54735 3.80811 2.94760
H: 7.73799 0.02787 1.83922
H: -1.39450 1.47229 -6.51473
H: -3.82028 1.86558 -4.00028
H: 9.44931 -0.60543 -0.12848
H: -7.99163 3.49054 1.45108
H: -0.08286 -9.18264 -0.64012
H: 11.65922 1.39082 -1.96956
H: -3.86910 -3.08943 1.69664
H: -1.49077 -3.09877 17.30384
H: 8.02823 2.09714 -0.03112
H: 3.33622 6.76415 3.17440
H: -5.05408 3.20513 -5.49551
H: -4.64893 3.05404 -7.18038
H: -10.98999 2.75728 -0.17948
H: -2.55258 -3.83546 18.59008
H: -5.51059 -3.18278 -1.26210
H: 5.20959 7.75883 0.34709
H: -10.41270 0.58009 -1.05411
H: -6.67227 -5.07283 -4.68077
H: -2.96343 4.15525 -4.05210
H: -2.00568 3.59048 13.57707
H: 6.84100 6.16839 -1.15316
H: 2.81442 -5.65587 -1.26372
H: 2.32069 -5.64946 -3.78371
H: -1.21168 -1.61749 1.46659
H: -4.00389 0.13447 -5.19737
H: -0.27013 -4.03331 -0.52434
H: 1.21226 -6.97826 -2.26027
H: 10.54493 0.04525 -1.59775
H: -4.15665 7.68972 10.27066
H: -3.49509 1.65444 -8.77671
H: -3.53567 -5.43627 16.84284
H: 4.40595 10.19357 3.24275
H: -6.34110 -3.22125 -3.22798
H: 0.29831 -5.10355 -1.91314
H: -8.91503 1.40783 2.69842
H: -3.47704 -2.21251 15.87833
H: -9.23235 2.47664 0.25121
H: 2.09363 -7.92825 -1.09610
H: 3.30406 -5.12703 -5.79947
H: 9.67642 7.29781 2.03657
H: -0.68103 -8.27556 -2.12257
H: 1.56363 0.91360 -0.40862
H: 11.33012 1.03347 -0.19564
H: -6.82810 2.33690 3.27322
H: -2.85066 -4.04995 -1.40880
H: -8.71862 3.16716 -5.21071
H: -1.43468 3.70411 -4.87780
H: 6.57984 4.78194 1.34530
H: -3.67050 4.12180 -6.14087
H: -5.13736 1.03404 -6.28553

Cartesian forces (eV/Å) of the 3 atoms listed first:
-0.7 0.7 0.4
1.4 -0.5 -0.9
-0.2 -0.9 -0.7

Total charge   +4
Frontier orbital gap   1.5 eV
M   1598.25 g/mol
Multiplicity   1
HOMO level   -10.0 eV

Mulliken population analysis, charges in e, atoms 1 to 99: -0.25, -0.30, -0.27, -0.33, -0.29, -0.27, -0.21, -0.26, -0.36, -0.28, -0.35, -0.29, -0.81, -0.67, 0.01, -0.53, -0.33, 0.66, -0.44, -0.80, 0.91, 1.46, 0.30, 0.10, 0.70, 0.56, 0.55, 0.08, -1.53, -0.59, -0.34, -0.60, -0.46, -1.09, -1.39, -0.01, -0.97, -0.59, -1.33, 0.24, -1.34, -1.30, -0.42, -0.97, -0.88, -0.81, 0.05, -0.69, 0.08, -0.99, -0.55, 2.05, -0.59, 1.07, 0.70, 0.63, -1.51, -1.53, -0.98, -1.45, 0.67, -0.33, -0.23, -0.32, 0.28, -0.57, -0.68, -0.13, -0.04, -0.03, -1.48, 0.17, -1.17, 0.37, 0.52, -0.82, -0.50, -1.07, 0.41, -0.33, -1.39, -0.74, -0.05, -1.08, -0.31, -0.97, -0.44, -0.43, 0.40, 0.95, -1.48, -0.67, -0.39, 0.21, -0.87, 1.57, -0.96, 0.53, 0.27

---

Here is a structure of composition C52H63GeN5O3S4Si3Sn from OMol25. Energies are from ωB97M-V/def2-TZVPD.

Element x y z (Å)
Sn: 0.40466 -0.49764 -0.07453
Ge: 1.01670 3.96071 -0.01940
S: -1.42576 -4.04923 -2.13396
S: 0.83217 -3.79022 2.58950
S: 2.98433 -3.29557 -1.67408
S: -2.56750 0.09350 0.09916
Si: 0.45405 3.89890 2.35616
Si: -0.80750 4.52387 -1.54611
Si: 3.31034 4.24929 -0.80859
O: 2.99517 -0.53402 3.57114
O: 3.33236 -0.54689 -3.41686
O: 0.25601 -2.43437 -0.29682
N: -2.74110 -2.54754 0.15105
N: 2.70057 -0.29521 0.04790
N: 1.37975 -0.17776 -2.37331
N: 1.14984 -0.18691 2.33534
N: -4.74796 -1.43231 0.10330
C: -0.26887 -4.71081 3.52095
C: -0.51745 3.60044 -3.13166
C: -1.40468 -5.33705 -3.26090
C: 4.67055 -0.61766 1.34116
C: 2.98963 -4.80680 0.37114
C: -0.56263 -0.63732 4.22002
C: 3.42929 -0.31557 -1.06255
C: -2.40961 4.04763 -0.73662
C: -7.34361 1.87421 0.10949
C: 2.40366 -0.41834 2.40044
C: -0.27358 -1.68386 -5.40136
C: -1.32357 -0.96980 -3.37285
C: -5.61502 -0.28356 0.09097
C: 4.32318 -4.82579 -0.14412
C: 5.43712 -0.55917 0.18332
C: 0.09361 5.70236 2.63101
C: -2.54971 -2.31420 -4.94450
C: -0.79757 -0.64071 5.59513
C: 0.65851 -3.82796 -0.21911
C: 0.16115 -4.36146 1.10510
C: 0.51219 -5.68541 -2.01425
C: 4.46655 -4.04432 -1.24362
C: 3.30068 -0.46909 1.22584
C: -2.49013 -1.61960 -3.74542
C: -0.20027 -1.00548 -4.18828
C: -1.10577 -5.43491 2.73511
C: -0.51919 6.35533 -1.68091
C: 1.94798 -0.38658 4.57021
C: -1.50925 -1.19933 3.38064
C: 1.99337 3.35369 3.25409
C: -7.52426 0.82812 1.00755
C: 3.43151 3.61994 -2.55349
C: 0.70651 0.03602 3.75027
C: -5.44463 0.73703 -0.83764
C: -6.31048 1.82474 -0.81137
C: -1.43862 -2.34014 -5.77392
C: -0.99031 2.75336 2.58783
C: -2.88803 -1.77448 5.27077
C: 0.02751 -4.58300 -1.38277
C: 2.15594 -4.00170 -0.34130
C: -3.42435 -1.41492 0.09710
C: -6.66195 -0.25564 0.99923
C: -2.66467 -1.76806 3.90319
C: -1.94869 -1.20753 6.11929
C: -0.86233 -5.22802 1.34253
C: 4.41586 3.30750 0.35387
C: 3.48323 6.09436 -0.66709
C: 2.34279 -0.74040 -4.46897
C: 1.04002 -0.22296 -3.83484
C: 4.81086 -0.40336 -1.04304
C: 2.64837 -0.32538 -2.31518
C: -0.31851 -6.12951 -3.08454
H: -3.20149 -3.44242 0.06846
H: 5.12487 -5.41432 0.27950
H: -1.39521 -5.74482 0.55359
H: -4.68628 0.66415 -1.60574
H: -3.78707 -2.22045 5.67559
H: 0.54444 1.11140 3.84652
H: -0.79457 6.03510 2.08882
H: -1.47764 -2.86208 -6.72086
H: -0.22143 -4.68739 4.59949
H: -0.07664 -0.19349 6.27243
H: 0.87314 0.80957 -4.15223
H: -2.19672 -5.43669 -3.98679
H: -8.02599 2.71328 0.11449
H: 6.51319 -0.65724 0.23934
H: -1.87580 3.11865 2.06272
H: -3.38687 -2.22551 3.24133
H: 5.11513 -0.75888 2.31595
H: -3.36220 -1.57789 -3.10370
H: -0.72385 2.53433 -3.00866
H: -3.45985 -2.82162 -5.23772
H: -0.51191 6.84147 -0.70175
H: 1.81131 -1.34036 5.07359
H: -8.33994 0.85400 1.71739
H: -0.77092 1.74601 2.22350
H: 0.42939 6.56848 -2.17818
H: 2.29168 0.36202 5.27753
H: 0.50949 3.72629 -3.48067
H: 4.38200 3.72981 1.35909
H: 2.75387 4.13572 3.20341
H: -6.19928 2.61234 -1.54495
H: -1.31208 6.82482 -2.27077
H: 4.12140 2.25621 0.41647
H: 0.93958 6.31892 2.31535
H: 0.57337 -1.69878 -6.07818
H: -2.43038 2.98274 -0.49370
H: 2.84549 4.23642 -3.23858
H: 4.49572 6.40260 -0.94311
H: -5.20095 -2.32379 0.25987
H: -3.24526 4.24997 -1.41399
H: -1.73042 -2.55062 0.06012
H: 1.79145 3.16969 4.31408
H: 1.42468 -6.18653 -1.71974
H: 4.47197 3.65171 -2.89001
H: -1.85859 -6.10580 3.12496
H: -1.18321 3.97560 -3.91516
H: -1.30474 -0.39810 -2.45500
H: 2.41095 2.44220 2.81981
H: 2.67088 -5.39883 1.21776
H: -0.10751 -6.99329 -3.69841
H: -1.34368 -1.21028 2.31134
H: 5.35229 -3.88045 -1.83888
H: 3.30461 6.43643 0.35550
H: -0.07387 5.90245 3.69327
H: 5.36350 -0.39521 -1.97227
H: -2.58527 4.61430 0.18066
H: -1.24774 2.67513 3.64924
H: -2.11130 -1.20381 7.18912
H: 3.08011 2.58847 -2.63478
H: 5.45393 3.34765 0.01150
H: 2.67358 -0.17451 -5.33353
H: 2.78821 6.61544 -1.32891
H: -6.79683 -1.07068 1.70117
H: 2.30675 -1.80304 -4.70251

Cartesian forces (eV/Å) of the 3 atoms listed first:
-0.3 0.2 -0.1
-0.2 0.2 0.0
0.1 -0.3 0.0

ΔE to the lowest compared entry with this formula, charge and spin   0.0 kcal/mol
Total charge   +3
Frontier orbital gap (spin up / spin down)   5.6 / 4.7 eV
M   1209.95 g/mol
Multiplicity   2
HOMO level (spin up / spin down)   -14.5 / -14.5 eV

Mulliken population analysis, charges in e, atoms 1 to 99: 1.74, 0.12, 0.61, 0.27, 0.17, 0.30, 0.26, 0.10, 0.42, -0.42, -0.31, -0.15, 0.57, 0.88, 0.32, 1.56, -0.04, -0.66, -0.58, -0.78, -0.53, -0.69, -0.22, -0.39, -0.62, -0.58, -0.16, -0.83, 0.91, 0.27, -1.03, -1.58, -1.09, -0.65, -0.72, 1.87, -0.60, -0.43, -0.71, -0.17, -0.64, -0.34, -1.02, -0.99, -0.62, 0.85, -0.81, -0.67, -0.67, -0.10, 0.22, -0.96, -0.89, -0.39, -0.86, -1.12, -0.24, 0.26, -0.56, -0.85, -0.86, -0.57, -0.64, -1.08, -0.96, 0.24, -0.68, 0.06, -0.86, 0.38, 0.51, 0.76, 0.58, 0.47, -0.12, 0.33, 0.44, 0.57, 0.47, 0.43, 0.55, 0.44, 0.61, 0.43, 0.54, 0.71, 0.39, -0.17, 0.52, 0.35, 0.38, 0.41, -0.30, 0.28, 0.39, 0.22, 0.37, 0.50, 0.45